19
Properties=species:S:1:pos:R:3:forces:R:3 method="wB97M-V/def2-TZVPD" spin_multiplicity=1 e_tot_ha=-198.82888 total_charge=0 smiles=CCC.CC e_lumo_ev=1.154
C -1.9287 0.3303 2.5274 -0.52 2.86 -0.84
C -1.8864 0.8896 1.0212 1.22 -4.84 2.96
C -0.4270 0.7154 0.5808 0.28 -2.48 2.37
H -2.8407 0.4143 3.0785 -1.18 0.68 -0.08
H -1.2102 0.8445 3.1479 0.50 0.10 0.07
H -1.7955 -0.6764 2.5922 1.12 -2.97 -0.27
H -2.4738 0.1297 0.5162 -0.53 0.60 -0.61
H -2.3034 1.8216 1.0653 -0.80 2.48 -0.60
H -0.2478 -0.3068 0.0293 -0.15 2.33 0.99
H -0.1640 1.5759 0.1086 1.10 1.98 -2.50
H 0.2613 0.8084 1.5158 -1.06 -0.73 -1.45
C 1.4846 -0.3014 -2.4536 0.96 -0.91 -2.25
C 2.2827 -1.2425 -1.5347 -1.95 -0.57 2.06
H 2.1994 0.4642 -2.7816 -0.41 0.14 -0.10
H 1.1992 -0.8926 -3.4203 0.47 1.04 1.63
H 0.5768 0.2023 -2.1286 0.16 -0.33 0.57
H 3.1485 -1.6786 -2.0006 1.04 0.88 -0.02
H 1.7515 -2.1938 -1.4438 -0.66 0.06 0.30
H 2.3734 -0.9042 -0.4201 0.42 -0.30 -2.23


19
Properties=species:S:1:pos:R:3:forces:R:3 method="wB97M-V/def2-TZVPD" spin_multiplicity=1 e_tot_ha=-198.87121 total_charge=0 smiles=CCC.CC e_lumo_ev=1.139
C 0.4316 -0.5718 -1.3166 0.44 0.04 0.20
C 0.7224 -2.0711 -1.3468 0.04 -0.78 -1.28
C 0.6251 -2.8813 -0.0474 0.78 0.51 0.19
H -0.5492 -0.2064 -1.6184 -0.20 -0.39 0.23
H 0.6679 -0.2258 -0.3098 -0.22 0.27 0.04
H 1.1440 -0.0742 -1.9702 0.01 0.15 -0.13
H 1.7258 -2.1735 -1.7722 0.25 0.09 0.55
H 0.1998 -2.6196 -2.1450 -0.54 0.42 0.24
H 0.5114 -2.2398 0.8300 -0.26 0.05 -0.08
H 1.6008 -3.3487 0.1020 -0.21 -0.37 0.11
H -0.1473 -3.6429 -0.0338 -0.11 0.01 -0.06
C -1.3210 2.6053 0.6040 0.00 1.12 0.06
C -0.4475 2.3718 1.8208 0.85 0.01 -0.40
H -2.0953 1.8525 0.5204 -0.04 -0.17 -0.22
H -1.8004 3.5891 0.6629 -0.23 -0.19 0.16
H -0.7311 2.6845 -0.3071 0.04 -0.43 -0.12
H -1.0405 2.2154 2.7169 0.13 -0.24 0.10
H 0.2604 3.1838 2.0081 -0.37 0.32 0.00
H 0.2430 1.5528 1.6023 -0.38 -0.43 0.42


19
Properties=species:S:1:pos:R:3:forces:R:3 method="wB97M-V/def2-TZVPD" spin_multiplicity=1 e_tot_ha=-198.83144 total_charge=0 smiles=CCC.CC e_lumo_ev=1.068
C -1.8786 0.2403 -0.1745 1.24 2.33 1.83
C -1.2892 1.4039 -1.1072 -2.07 -0.57 2.35
C -1.3579 1.2279 -2.5929 -1.49 1.46 -0.39
H -2.9399 0.4063 0.0525 0.31 0.14 -0.05
H -1.2975 0.2321 0.8107 -0.95 0.51 -0.98
H -1.7990 -0.7640 -0.4015 0.39 -2.08 -1.56
H -2.0683 2.1994 -0.8136 1.79 -0.42 -0.57
H -0.2605 1.6987 -0.8048 -0.79 -0.22 0.04
H -2.4423 1.3145 -2.9466 1.42 -0.85 0.30
H -0.9583 2.1989 -2.9079 0.38 -0.44 -0.80
H -0.7942 0.3770 -2.9753 -0.23 0.14 -0.16
C 2.5217 -1.9611 1.9081 -0.73 -0.99 -4.40
C 1.8207 -0.6493 1.6117 0.02 -0.67 -3.99
H 2.8348 -1.9117 2.8623 0.79 -0.56 3.52
H 1.6928 -2.7258 1.6717 1.96 0.44 0.83
H 3.4831 -2.1356 1.3179 -1.56 0.02 0.32
H 2.4284 0.1128 1.0626 -0.49 -0.35 1.04
H 1.3646 -0.3943 2.4866 -0.94 1.73 2.36
H 0.9398 -0.8697 0.9404 0.94 0.39 0.32


19
Properties=species:S:1:pos:R:3:forces:R:3 method="wB97M-V/def2-TZVPD" spin_multiplicity=1 e_tot_ha=-198.86704 total_charge=0 smiles=CCC.CC e_lumo_ev=1.153
C 1.7830 -0.5246 0.5320 -0.10 0.63 -0.93
C 1.0070 0.5899 1.2537 -0.57 -0.34 -0.13
C -0.0477 0.0356 2.2542 -0.40 0.79 -1.27
H 1.2448 -1.4733 0.5495 0.47 -0.20 0.68
H 1.8509 -0.3779 -0.5544 0.05 0.49 0.17
H 2.8124 -0.5020 0.8798 -0.02 -0.84 0.20
H 1.6919 1.2324 1.7992 0.17 0.00 0.01
H 0.5331 1.2326 0.5149 -0.14 0.09 -0.01
H -1.0817 0.1980 1.9238 0.16 0.33 -0.21
H -0.0043 -1.0476 2.2440 0.42 -0.13 1.01
H 0.0351 0.6079 3.1713 0.06 -0.78 0.57
C -1.3971 0.6112 -2.2554 0.45 0.01 0.12
C -1.0682 -0.5898 -1.3602 -0.38 -0.22 -0.65
H -1.9656 0.3193 -3.1379 -0.13 0.03 0.10
H -1.9357 1.3771 -1.6962 -0.11 -0.01 -0.20
H -0.4703 1.0516 -2.6306 -0.09 0.19 0.10
H -1.0323 -0.3251 -0.3079 0.16 -0.05 -0.01
H -0.1363 -1.0486 -1.6819 0.17 0.02 0.23
H -1.8187 -1.3667 -1.4979 -0.17 -0.02 0.24


19
Properties=species:S:1:pos:R:3:forces:R:3 method="wB97M-V/def2-TZVPD" spin_multiplicity=1 e_tot_ha=-198.86937 total_charge=0 smiles=CCC.CC e_lumo_ev=1.129
C -1.5784 -0.6203 -0.3262 -1.51 0.81 0.57
C -0.8895 -1.0156 0.9876 1.47 1.52 -1.54
C -1.0441 -2.4688 1.3366 -1.38 0.58 0.77
H -2.6758 -0.7394 -0.2628 0.28 -1.23 -0.09
H -1.1602 -1.0517 -1.2267 -0.06 -0.27 -0.07
H -1.6986 0.4529 -0.4778 1.14 0.33 0.05
H 0.1850 -0.7697 0.8806 -0.19 -0.37 -0.25
H -1.1339 -0.2456 1.7190 -0.67 -0.61 0.60
H -2.0953 -2.5947 1.6376 0.25 -0.31 0.17
H -0.9239 -3.1171 0.4760 0.50 -0.08 -0.05
H -0.4022 -2.7032 2.1807 0.05 -0.47 -0.09
C 1.1471 1.3353 -1.0655 0.41 1.29 0.47
C 2.2250 2.3906 -0.6394 -1.02 -1.15 -0.89
H 1.3974 0.3613 -0.6593 0.04 -0.19 -0.23
H 0.1716 1.6172 -0.6810 -0.11 -0.06 0.03
H 1.0907 1.3297 -2.1513 -0.08 -0.32 -0.05
H 2.4094 2.3093 0.4240 0.35 0.12 0.11
H 1.8947 3.3956 -0.8920 0.05 0.06 0.06
H 3.0811 2.1342 -1.2599 0.50 0.34 0.46


19
Properties=species:S:1:pos:R:3:forces:R:3 method="wB97M-V/def2-TZVPD" spin_multiplicity=1 e_tot_ha=-198.81932 total_charge=0 smiles=CCC.CC e_lumo_ev=1.209
C 1.4000 0.1142 -0.5601 2.12 -0.75 -0.66
C 1.2869 1.4013 0.2989 -1.21 0.57 -2.43
C 1.5896 1.0349 1.6857 2.24 -1.41 0.48
H 0.7167 0.1167 -1.4087 -0.45 -0.77 0.64
H 2.3030 0.1707 -1.2152 0.11 0.09 0.90
H 1.6151 -0.8684 0.0711 -1.35 1.87 -1.53
H 2.0703 2.1239 -0.1440 -1.54 -0.69 0.93
H 0.1993 1.8111 0.2035 1.99 -0.30 0.02
H 0.8176 0.6372 2.2691 -1.79 -1.16 0.18
H 2.3592 0.1629 1.5773 -0.67 2.02 1.12
H 1.8045 1.8712 2.3156 1.30 0.60 0.26
C -2.1619 -1.7149 -0.2292 2.13 -0.37 -0.75
C -1.8463 -0.3667 -0.9955 -1.23 -0.41 3.56
H -1.8421 -2.5146 -0.9062 0.36 -0.04 -0.03
H -1.5924 -1.9773 0.7227 -0.93 1.00 -1.01
H -3.1920 -1.9641 -0.1706 -1.12 0.38 0.62
H -2.5139 0.4402 -0.6835 0.20 0.12 0.78
H -2.1807 -0.4317 -1.9592 -0.10 -0.69 -2.91
H -0.8329 -0.0466 -0.8716 -0.06 -0.07 -0.18


The records above give, respectively, HOMO level values of -11.01 -11.02 -11.16 -11.09 -10.97 -10.76 eV.
The records above give, respectively, frontier orbital gap values of 12.16 12.16 12.23 12.24 12.10 11.97 eV.